# 1
84
Properties=species:S:1:pos:R:3:forces:R:3 method="wB97M-V/def2-TZVPD" e_tot_ha=-4303.2711 charge=+2 orbital_gap_ha="0.3204 / 0.2703" e_homo_ev="-13.8352 / -14.3018" spin_multiplicity=3 largest_force_ev_per_a=2.5
Ni -0.218 0.291 0.547 0.35 -0.44 0.86
O -2.116 2.789 -0.157 -0.76 0.58 0.79
S -1.063 1.919 -0.620 0.00 1.03 -2.25
C 0.321 2.923 -1.171 0.27 -0.49 0.37
C 0.130 4.238 -1.555 -0.29 0.03 0.05
C 1.224 4.985 -1.962 -0.10 -0.09 0.06
C 2.489 4.419 -1.949 0.10 -0.06 -0.02
C 2.675 3.106 -1.540 -0.16 0.02 0.00
C 1.585 2.339 -1.140 0.09 -0.17 0.19
P 1.749 0.596 -0.579 0.85 0.42 -0.24
C 2.270 -0.250 -2.091 -0.23 -0.30 0.03
C 3.097 -1.371 -1.994 -0.14 0.20 0.14
C 3.532 -2.009 -3.139 0.01 -0.10 -0.15
C 3.129 -1.553 -4.387 -0.07 0.05 0.09
C 2.268 -0.467 -4.485 0.03 -0.13 -0.11
C 1.832 0.181 -3.345 0.00 0.07 0.27
C 3.166 0.460 0.558 -0.43 -0.05 -0.10
C 4.483 0.728 0.188 -0.08 0.00 0.10
C 5.488 0.631 1.134 0.11 0.05 -0.13
C 5.204 0.234 2.431 -0.13 -0.03 0.04
C 3.904 -0.085 2.787 0.11 -0.01 0.11
C 2.890 0.031 1.855 -0.21 -0.04 -0.16
C -1.614 1.207 -2.201 0.32 -0.42 0.50
C -1.896 1.987 -3.307 0.02 0.19 0.06
C -2.384 1.375 -4.455 0.03 0.10 0.12
C -2.586 0.004 -4.487 0.04 -0.02 0.04
C -2.298 -0.774 -3.378 0.00 0.09 0.18
C -1.819 -0.169 -2.219 0.14 -0.09 0.18
P -1.517 -1.069 -0.666 -0.99 -0.57 -0.47
C -1.468 -2.812 -1.127 0.31 0.16 0.25
C -2.397 -3.722 -0.627 0.05 0.29 -0.12
C -2.355 -5.034 -1.062 0.06 -0.15 -0.01
C -1.381 -5.439 -1.962 0.00 0.03 0.04
C -0.433 -4.537 -2.431 0.03 -0.10 0.02
C -0.466 -3.224 -2.007 -0.10 0.10 0.10
C -3.029 -0.827 0.316 0.34 -0.01 -0.01
C -4.288 -0.597 -0.231 0.19 -0.08 0.12
C -5.372 -0.449 0.617 -0.07 0.05 -0.14
C -5.206 -0.496 1.992 0.10 0.00 0.04
C -3.948 -0.703 2.538 -0.07 0.01 0.07
C -2.863 -0.879 1.702 0.16 -0.11 -0.20
H -0.860 4.666 -1.503 -0.09 0.08 -0.03
H 1.087 6.010 -2.277 0.00 0.05 0.02
H 3.344 5.007 -2.247 0.06 0.03 -0.03
H 3.669 2.690 -1.525 0.09 -0.02 -0.01
H 3.405 -1.726 -1.021 0.11 -0.05 0.05
H 4.190 -2.860 -3.063 0.06 -0.07 0.02
H 3.481 -2.043 -5.281 0.03 -0.04 -0.07
H 1.945 -0.123 -5.455 -0.03 0.05 -0.10
H 1.168 1.031 -3.426 -0.02 0.09 -0.06
H 4.730 0.984 -0.830 0.05 0.05 -0.13
H 6.505 0.859 0.854 0.11 0.00 -0.05
H 5.998 0.155 3.158 0.07 0.00 0.05
H 3.688 -0.425 3.789 -0.02 -0.04 0.07
H 1.870 -0.236 2.114 0.24 0.03 0.11
H -1.747 3.055 -3.274 0.02 0.11 -0.05
H -2.608 1.976 -5.323 -0.02 0.05 -0.06
H -2.981 -0.462 -5.377 0.00 -0.04 -0.11
H -2.453 -1.841 -3.401 -0.03 -0.12 -0.03
H -3.152 -3.401 0.075 -0.08 -0.01 0.03
H -3.080 -5.741 -0.691 -0.05 -0.08 0.02
H -1.349 -6.467 -2.289 -0.01 -0.09 -0.05
H 0.332 -4.863 -3.117 0.08 -0.04 -0.08
H 0.269 -2.509 -2.354 0.10 0.01 -0.13
H -4.418 -0.552 -1.301 -0.05 0.03 -0.12
H -6.354 -0.291 0.200 -0.12 0.03 -0.04
H -6.058 -0.374 2.641 -0.12 0.04 0.08
H -3.822 -0.727 3.609 -0.01 -0.06 0.12
H -1.875 -1.092 2.108 -0.21 -0.01 0.09
C 1.031 1.063 5.612 0.07 0.02 -0.09
C -0.382 0.799 5.068 -0.04 -0.10 1.16
C -1.386 1.809 5.636 -0.05 0.10 -0.17
C -0.820 -0.645 5.374 -0.01 -0.05 -0.07
C -0.314 0.893 3.640 0.12 -0.01 -1.58
N -0.214 0.860 2.493 -0.09 0.07 0.33
H 1.000 1.079 6.698 -0.05 -0.02 0.08
H 1.412 2.019 5.262 0.04 0.09 0.03
H 1.715 0.278 5.298 0.08 -0.05 -0.01
H -1.413 1.712 6.718 0.04 -0.06 0.05
H -2.387 1.630 5.249 -0.07 -0.01 -0.03
H -1.097 2.827 5.390 0.02 0.08 0.01
H -0.827 -0.800 6.450 0.02 0.05 0.08
H -0.137 -1.364 4.926 0.06 -0.06 0.02
H -1.821 -0.837 4.994 -0.11 -0.01 0.00

# 2
15
Properties=species:S:1:pos:R:3:forces:R:3 method="wB97M-V/def2-TZVPD" e_tot_ha=-345.5331 orbital_gap_ha=0.3244 e_homo_ev=-9.0658 de_lowest_kcal_mol=170.56 spin_multiplicity=1 largest_force_ev_per_a=7.6
C 1.316 0.634 -0.572 -3.04 -4.40 2.65
C 0.156 0.611 0.471 0.09 -0.74 0.77
C -0.669 -0.316 1.470 3.98 -0.32 5.08
C -1.323 -0.691 -0.740 -1.78 1.28 -0.25
C 0.160 -0.395 -0.652 -1.24 -1.69 -1.20
H 2.677 1.899 -0.880 -5.17 -0.39 -2.73
H 2.121 0.006 -0.329 1.35 -0.59 0.27
H -0.395 1.482 0.144 -0.76 0.06 0.14
H 0.031 -1.290 1.653 -1.38 2.04 -0.30
H -0.781 0.082 2.730 -0.38 -0.76 -4.05
H -1.695 -1.711 -0.994 0.78 0.84 -0.20
H -1.895 0.117 -1.312 0.46 -1.20 1.09
H 0.570 -1.408 -0.441 0.39 1.09 0.49
O 1.536 1.628 -1.361 6.28 4.18 0.67
O -1.811 -0.648 0.815 0.42 0.59 -2.43

# 3
95
Properties=species:S:1:pos:R:3:forces:R:3 method="wB97M-V/def2-TZVPD" e_tot_ha=-3089.9244 charge=+2 orbital_gap_ha=0.2510 e_homo_ev=-11.7333 de_lowest_kcal_mol=15.55 spin_multiplicity=1 largest_force_ev_per_a=1.7
Ti -0.160 1.749 2.234 -0.08 0.28 0.57
C 2.400 2.782 3.370 0.41 0.48 0.17
N 1.437 3.296 2.362 0.42 -0.08 -0.60
C 2.168 3.349 1.049 -0.52 0.23 0.07
C 1.115 4.738 2.669 -0.73 -0.36 -0.09
C 0.327 5.059 3.944 -0.14 -0.05 -0.13
N -1.111 5.164 3.736 0.02 -0.50 0.01
C -1.454 6.472 3.224 -1.20 -0.64 -0.04
C -1.880 4.822 4.928 0.45 0.13 0.01
H 3.242 3.487 3.438 -0.04 -0.23 -0.11
H 2.764 1.782 3.142 -0.05 0.06 -0.28
H 1.936 2.745 4.337 -0.29 -0.02 0.41
H 2.978 4.074 1.126 0.27 -0.19 0.06
H 1.510 3.693 0.253 -0.16 0.06 0.15
H 2.520 2.370 0.752 0.25 -0.19 0.20
H 0.573 5.100 1.790 0.00 0.10 0.14
H 2.067 5.251 2.704 0.38 0.16 -0.01
H 0.710 6.015 4.320 0.18 0.07 0.12
H 0.525 4.315 4.707 0.04 -0.08 0.10
H -1.225 7.215 3.957 0.23 0.98 0.64
H -2.565 6.530 3.054 1.11 -0.02 -0.20
H -0.866 6.684 2.336 -0.25 0.11 -0.30
H -1.709 5.517 5.756 0.11 0.16 0.15
H -1.596 3.828 5.268 -0.09 0.05 -0.02
H -2.947 4.848 4.732 -0.19 -0.06 -0.25
N -1.913 0.495 2.496 -0.54 -0.53 -0.02
C -2.519 0.461 3.868 1.45 0.83 -0.17
C -1.405 0.102 4.885 -0.75 0.38 -0.38
C -0.508 1.309 5.130 1.10 0.33 0.80
O 0.104 1.521 6.158 -0.91 -0.30 -1.22
O -0.398 2.147 4.070 -0.20 -0.87 -0.14
H -2.647 0.718 1.823 0.15 0.13 0.00
H -1.624 -0.454 2.219 0.07 0.43 0.03
H -3.324 -0.249 3.868 -0.44 -0.26 0.22
H -2.868 1.491 4.087 -0.10 -0.70 -0.11
H -0.778 -0.730 4.523 -0.23 0.23 0.15
H -1.893 -0.193 5.811 0.32 -0.03 0.16
C -3.397 4.512 0.953 -0.15 0.11 -0.35
C -2.318 3.496 0.798 -0.02 0.08 -0.23
O -1.707 3.198 1.828 0.88 -1.14 0.54
C -1.961 2.948 -0.504 0.47 -0.15 -0.83
C -2.666 3.317 -1.698 0.60 -0.50 0.52
C -2.216 2.866 -2.915 -0.43 -0.08 -0.77
C -1.098 2.026 -3.037 0.51 -0.15 -0.05
C -0.357 1.685 -1.936 -0.30 0.05 1.10
C -0.793 2.119 -0.645 -0.44 0.23 -1.06
O -0.078 1.713 0.376 -0.22 0.28 0.26
H -3.800 4.547 1.966 0.27 -0.14 -0.06
H -4.193 4.293 0.252 -0.25 0.27 -0.06
H -2.957 5.492 0.720 -0.21 -0.14 -0.03
H -3.574 3.914 -1.643 0.34 -0.05 -0.04
H -2.739 3.121 -3.836 -0.05 0.05 0.34
H -0.765 1.616 -4.000 -0.39 0.46 0.27
H 0.541 1.051 -1.985 -0.52 0.35 0.02
C 2.615 -5.896 -0.070 -0.61 -0.11 -0.09
C 3.239 -4.591 -0.510 -0.17 0.28 -0.72
N 2.253 -3.491 -0.471 -0.03 -0.71 -1.20
C 2.361 -2.568 0.462 -0.18 1.00 1.01
C 1.415 -1.623 0.742 -0.11 0.45 0.40
C 1.786 -0.646 1.827 -0.15 0.27 -0.09
O 2.915 -0.612 2.246 -0.28 0.15 0.10
O 0.844 0.221 2.308 0.63 -0.48 -0.24
C 0.164 -1.654 0.026 0.15 0.58 1.15
O -0.831 -1.042 0.384 -0.79 0.21 -0.04
C 0.170 -2.461 -1.169 1.46 -0.70 -0.05
C -0.785 -2.270 -2.130 -0.92 0.46 -0.11
C -0.757 -2.927 -3.311 0.53 -0.93 0.18
F -1.672 -2.620 -4.224 -0.48 0.07 -0.72
C 0.188 -3.948 -3.550 -0.21 0.65 -0.65
C 1.124 -4.173 -2.562 0.48 0.39 0.76
C 1.205 -3.381 -1.400 -0.50 -0.36 -0.19
N 0.286 -4.629 -4.788 0.54 -0.30 0.25
C 1.610 -4.793 -5.387 0.35 -0.81 0.90
C 1.762 -6.257 -5.841 -0.31 0.32 -0.51
N 0.373 -6.725 -6.223 -0.46 -0.79 1.13
C -0.414 -5.646 -6.890 0.14 -0.16 -0.11
C -0.733 -4.582 -5.820 -0.43 -0.65 -0.11
H 3.312 -6.706 -0.246 0.12 -0.22 0.20
H 1.681 -6.135 -0.617 0.52 0.24 0.08
H 2.327 -5.850 0.981 0.22 -0.10 0.01
H 3.667 -4.653 -1.517 -0.25 -0.05 -0.02
H 4.089 -4.289 0.096 -0.15 -0.05 0.31
H 3.244 -2.558 1.076 0.30 -0.21 0.10
H -1.569 -1.553 -1.944 -0.09 0.21 0.02
H 1.873 -4.921 -2.691 0.29 -0.46 -0.22
H 2.414 -4.549 -4.683 -0.33 -0.09 -0.16
H 1.748 -4.152 -6.225 -0.01 0.76 -0.81
H 2.110 -6.908 -5.059 0.12 -0.23 0.33
H 2.403 -6.385 -6.726 -0.19 0.17 0.30
H -0.132 -7.030 -5.356 0.52 0.44 -0.77
H 0.422 -7.552 -6.810 0.09 -0.14 -0.21
H -1.314 -6.097 -7.327 0.22 0.25 0.18
H 0.235 -5.314 -7.701 -0.21 0.27 0.02
H -1.714 -4.821 -5.420 -0.02 0.05 0.33
H -0.824 -3.630 -6.300 0.04 0.73 -0.40

# 4
46
Properties=species:S:1:pos:R:3:forces:R:3 method="wB97M-V/def2-TZVPD" e_tot_ha=-2236.2431 charge=+2 orbital_gap_ha=0.1737 e_homo_ev=-14.0347 de_lowest_kcal_mol=55.73 spin_multiplicity=1 largest_force_ev_per_a=16.2
C 7.862 -0.358 -0.245 -0.15 -0.03 0.08
C 6.538 0.050 -0.827 0.38 0.68 -1.29
H 8.667 -0.040 -0.912 -0.19 -0.03 0.08
H 7.872 -1.443 -0.110 -0.01 0.13 -0.03
H 7.971 0.097 0.744 -0.02 -0.04 -0.12
O 6.328 0.630 -1.840 -0.09 -0.78 1.40
I 4.840 -0.580 0.493 -0.02 0.08 -0.18
Tl 0.000 0.000 0.000 4.79 -2.10 7.95
P -0.050 -2.080 -1.021 -0.38 -6.12 -2.20
C -0.962 -2.232 -2.603 -0.04 0.69 0.24
C 1.610 -2.745 -1.421 0.12 0.77 0.30
H -0.250 -3.408 0.975 -0.07 -0.12 -0.09
H -0.713 -4.372 -0.465 0.05 0.27 -0.01
H -1.834 -3.156 0.215 0.05 -0.13 -0.02
C -0.785 -3.394 0.022 -0.02 0.49 0.25
H 2.207 -2.737 -0.506 0.06 -0.05 -0.15
H 1.543 -3.763 -1.819 -0.27 0.22 0.09
H -0.914 -3.256 -2.988 0.09 0.17 0.19
H -0.530 -1.547 -3.337 -0.04 -0.13 -0.08
H 2.090 -2.094 -2.157 0.07 -0.12 0.06
H -2.007 -1.951 -2.447 0.00 -0.12 -0.10
C -1.002 0.790 -1.299 -6.18 8.71 -12.23
O -1.646 1.298 -2.133 2.19 -2.87 4.26
Cl 1.315 -1.035 1.701 0.63 0.51 0.07
C -3.569 2.823 0.512 -0.46 0.11 -0.32
C -2.645 2.685 1.720 0.21 0.90 -1.25
P -1.609 1.163 1.632 -1.14 1.43 1.22
C -0.430 1.608 2.979 0.29 -1.15 1.04
C -1.080 2.070 4.283 -0.32 0.41 0.49
C -2.892 -0.153 1.624 0.20 -0.89 1.07
C -3.925 -0.023 2.740 -0.59 -0.14 0.34
H -2.975 2.841 -0.423 -0.48 0.07 0.38
H -4.130 3.777 0.587 0.28 -0.63 -0.16
H -4.303 1.994 0.466 0.31 0.50 -0.10
H -1.965 3.564 1.706 -0.26 -0.58 0.30
H -3.243 2.721 2.650 0.64 -0.38 -0.28
H 0.168 0.718 3.232 -0.01 0.43 -0.32
H 0.254 2.403 2.612 -0.45 -0.53 -0.30
H -1.762 1.291 4.676 0.33 0.53 -0.09
H -0.287 2.252 5.038 -0.47 -0.18 -0.46
H -1.628 3.025 4.158 0.25 -0.61 0.18
H -3.403 -0.164 0.639 0.53 0.23 0.28
H -2.374 -1.126 1.753 -0.18 0.36 -0.23
H -4.531 0.898 2.636 0.34 -0.51 0.14
H -4.626 -0.883 2.688 0.41 0.53 0.12
H -3.431 -0.036 3.731 -0.40 0.03 -0.51